{"formula": "C32H35ClN4NiP", "method": "the ωB97M-V functional and the def2-TZVPD basis", "homo_lumo_gap_ha": [0.253, 0.255], "e_above_lowest_kcal_mol": 0.00, "total_charge": 1, "total_energy_ev": -102561.267, "multiplicity": 3, "e_lumo_ha": [-0.0854, -0.1016], "homo_energy_ev": [-9.20, -9.71], "symbols": ["Ni", "N", "C", "C", "C", "C", "C", "C", "P", "C", "C", "C", "C", "C", "C", "C", "C", "C", "C", "C", "C", "H", "H", "H", "H", "H", "H", "H", "H", "H", "H", "H", "H", "H", "H", "H", "H", "C", "C", "N", "C", "N", "C", "C", "C", "N", "C", "H", "H", "H", "H", "H", "H", "H", "H", "H", "H", "H", "H", "H", "Cl", "C", "C", "C", "C", "C", "C", "C", "H", "H", "H", "H", "H", "H"], "xyz": [[-0.496, 0.701, 0.041], [-0.153, 0.467, 2.254], [1.234, 0.722, 2.591], [1.588, 0.761, 3.940], [2.899, 1.042, 4.358], [3.827, 1.399, 3.371], [3.474, 1.408, 2.059], [2.170, 1.101, 1.626], [1.709, 0.978, -0.135], [2.549, -0.444, -0.830], [3.827, -0.897, -0.377], [4.381, -2.025, -0.983], [3.678, -2.814, -1.887], [2.436, -2.389, -2.292], [1.860, -1.217, -1.787], [2.258, 2.388, -1.137], [2.272, 2.248, -2.516], [2.787, 3.288, -3.287], [3.506, 4.326, -2.690], [3.421, 4.481, -1.297], [2.760, 3.546, -0.524], [-0.754, 1.043, 2.863], [-0.372, -0.508, 2.369], [0.864, 0.425, 4.655], [3.224, 0.885, 5.375], [4.825, 1.678, 3.674], [4.161, 1.698, 1.285], [4.443, -0.366, 0.371], [5.351, -2.296, -0.629], [4.024, -3.723, -2.327], [1.843, -2.981, -3.025], [0.886, -0.901, -2.166], [1.745, 1.412, -2.995], [2.650, 3.259, -4.389], [4.098, 5.028, -3.299], [3.858, 5.362, -0.833], [2.708, 3.725, 0.555], [-1.273, -4.239, 2.018], [0.113, -3.706, 1.580], [-0.092, -2.466, 0.816], [-1.181, -2.174, 0.040], [-1.302, -0.954, -0.530], [-2.158, -0.896, -1.716], [-3.478, -1.590, -1.479], [-3.146, -3.024, -1.083], [-2.144, -3.051, -0.022], [-2.179, -4.284, 0.762], [-1.762, -3.572, 2.737], [-1.157, -5.226, 2.492], [0.620, -4.468, 0.951], [0.762, -3.479, 2.475], [0.657, -1.802, 0.729], [-1.523, -1.250, -2.549], [-2.324, 0.190, -1.915], [-4.017, -1.633, -2.418], [-4.079, -1.074, -0.722], [-2.762, -3.604, -1.966], [-4.015, -3.559, -0.691], [-1.935, -5.172, 0.157], [-3.218, -4.444, 1.068], [-7.388, 2.085, -0.381], [-5.703, 2.196, -0.267], [-4.906, 2.349, -1.449], [-3.525, 2.348, -1.406], [-2.874, 2.272, -0.131], [-1.448, 2.409, -0.053], [-3.663, 2.101, 1.005], [-5.036, 2.092, 0.971], [-5.519, 2.291, -2.406], [-2.944, 2.580, -2.326], [-1.104, 3.020, 0.829], [-1.032, 2.795, -1.008], [-3.218, 2.049, 1.974], [-5.590, 2.081, 1.933]]}